Entry 1:
A structure of composition C10H17ClF9NbO4PS2 in a non-equilibrium geometry, computed with wB97M-V/def2-TZVPD.

HOMO = -5.01 eV
E = -3245.8142 a.u.
Total charge = -1
Kohn-Sham gap = 0.24515 Ha
LUMO = 1.665 eV

Each line ends with the Mulliken charge.
Atoms and positions in Å:
O 1.632351 -3.008957 1.028558  -0.49
S 1.013406 -4.058158 0.314142  1.17
O 1.057260 -3.932636 -1.088915  -0.54
Cl 2.032500 -5.813375 0.763331  -0.31
C -0.663650 -4.285684 0.878280  -0.83
C -1.422110 -2.947419 1.033191  -0.55
C -1.652717 -2.290885 -0.323780  -0.12
C -2.561456 -1.027120 -0.235833  -1.26
Nb -1.372244 0.637230 0.734271  -0.71
C -0.399963 1.148398 -1.248814  -1.04
C 0.709885 2.242584 -1.083903  -0.36
C 1.962904 2.008531 -1.908066  0.66
F 1.576790 1.501350 -3.093892  -0.31
F 2.558437 3.172458 -2.202154  -0.35
C 2.985343 0.995490 -1.345457  0.67
F 2.401920 -0.109232 -0.987040  -0.24
F 3.795164 0.662092 -2.371735  -0.36
C 3.946997 1.511631 -0.246655  0.67
F 4.783379 0.503727 0.005239  -0.31
F 4.684923 2.531295 -0.648618  -0.28
C 3.315984 1.890516 1.123482  0.52
F 2.377476 1.095091 1.492748  -0.17
F 2.934577 3.131824 1.154838  -0.26
F 4.285479 1.790704 2.031966  -0.31
P -3.424469 2.217304 0.328215  0.50
O -4.412584 2.299911 1.658435  -0.56
O -2.985693 3.794139 0.114981  -0.52
S -4.530450 1.675812 -1.188200  -0.48
H -1.192358 -4.990207 0.241891  0.44
H -0.627312 -4.732622 1.872169  0.44
H -2.356028 -3.162390 1.548278  0.42
H -0.802600 -2.315980 1.667702  0.26
H -0.706530 -2.050592 -0.804266  0.02
H -2.196893 -2.999954 -0.955940  0.41
H -3.489457 -1.282228 0.275248  0.57
H -2.768761 -0.722180 -1.262062  0.50
H -0.682321 2.069704 1.635521  0.01
H -2.188778 0.199756 2.333144  0.01
H 0.052356 -0.403976 1.194110  0.14
H -1.180967 1.571521 -1.882262  0.36
H 0.000098 0.234489 -1.683819  0.41
H 0.285715 3.177270 -1.443424  0.53
H 0.906212 2.394179 -0.025658  0.05
H -5.014684 1.544318 1.633399  0.31
H -2.667131 4.132271 0.967352  0.29

Cartesian forces, eV/Å:
O 0.3768 0.2437 1.3916
S -0.1245 0.7163 -0.1466
O -0.3121 -0.7066 -1.5711
Cl -0.4310 0.0953 0.1413
C -0.6035 -0.3719 1.1071
C 1.1151 -0.2686 -0.8260
C -0.8634 0.6422 0.6187
C 0.0947 0.1279 0.6244
Nb 1.4466 -1.9251 -2.1942
C 0.2947 0.6946 0.8035
C -0.7220 -0.4961 0.1802
C -1.4691 -0.4564 0.5092
F -0.0253 -0.4224 -0.8507
F 0.8823 0.7647 0.1840
C 0.8278 1.7442 -1.0830
F -1.0354 -1.2875 1.0530
F 0.7612 0.0822 -0.5697
C -0.8224 -0.5761 0.6992
F 0.4664 -0.9070 0.1071
F 0.2826 0.8912 -0.5794
C 1.9010 -0.2259 -0.1339
F -1.7071 -1.1293 0.1802
F -0.9887 1.6454 -0.3753
F 0.9344 -0.0918 0.6472
P -0.6458 0.2595 0.3128
O 0.3671 0.3844 -0.1534
O -0.3682 -0.3056 0.6539
S 0.0534 0.0424 -0.2518
H 0.2742 -0.0176 -0.3895
H 0.4014 -0.1620 -0.0013
H -0.1001 -0.0160 -0.0035
H -0.2104 0.1802 0.1320
H 0.1371 -0.0847 -0.0564
H 0.2311 -0.1293 -0.1798
H -0.1769 -0.0242 -0.2571
H -0.2513 0.2837 0.0758
H -0.7558 0.4346 0.3529
H 0.0206 -0.0559 0.1228
H 0.0872 0.4056 0.5356
H -0.0580 -0.3263 -0.2816
H -0.1284 -0.1013 -0.1588
H 0.1369 0.1844 -0.0279
H 0.5078 0.1543 -0.0448
H 0.0750 0.1298 -0.0872
H 0.1238 -0.0189 -0.2092



Entry 2:
A cluster of 2 separate species, C10H17N in total in a non-equilibrium geometry, computed with wB97M-V/def2-TZVPD.

HOMO = -9.67 eV
E = -445.8586 a.u.
Total charge = 0
Energy relative to the best compared isomer or geometry (same formula, charge and spin) = 4.589 eV
Kohn-Sham gap = 0.38438 Ha
LUMO = 0.794 eV

Each line ends with the Mulliken charge.
Atoms and positions in Å:
C 2.527770 1.080815 0.683274  -0.41
C 3.501601 -0.017195 0.562368  -0.42
C 3.178014 -1.048709 -0.294483  -0.18
N 1.978456 -1.210428 -0.876703  -0.53
C 1.021129 -0.335745 -0.554124  -0.41
C 1.268547 0.890390 0.126454  0.23
H 3.070072 1.797939 1.266957  0.37
H 4.341070 -0.062761 1.212772  0.41
H 3.850551 -1.910677 -0.533110  0.35
H 0.130656 -0.587198 -1.141392  0.73
H 0.498038 1.581798 0.290182  -0.18
C -1.748882 2.682305 0.008972  -1.00
C -2.004654 1.347582 -0.662373  -0.09
C -2.366813 0.245680 0.309022  -0.39
C -2.408872 -1.270553 -0.255876  -0.37
C -2.815977 -2.493462 0.713717  -1.05
H -2.617479 2.830138 0.895537  0.23
H -0.749648 2.849370 0.504323  0.33
H -1.974801 3.559443 -0.847113  0.22
H -1.007553 0.942966 -0.982040  -0.03
H -2.719829 1.318779 -1.520825  0.40
H -1.661837 -0.002430 1.083005  0.16
H -3.337981 0.528487 0.804924  0.38
H -1.353512 -1.644941 -0.277941  0.10
H -2.903156 -1.198853 -1.288507  0.27
H -3.707725 -2.175516 1.401572  0.28
H -2.784055 -3.312473 0.070965  0.38
H -1.833172 -2.527721 1.375903  0.24

Cartesian forces, eV/Å:
C 2.4128 -3.5550 -0.2559
C -2.8516 0.9852 -0.8202
C 0.4367 -1.4886 -0.0872
N -0.1319 0.6038 0.8406
C 1.0854 0.4167 -1.5101
C 1.2368 -1.2528 0.3149
H -1.2978 1.3454 0.2673
H 0.8536 0.2655 -0.0239
H -0.2246 1.0453 0.4539
H -0.0730 0.6115 0.8651
H -0.7471 0.7307 -0.0448
C -3.1739 2.9738 0.1369
C 2.0607 -1.9167 -0.1446
C -2.0128 -2.4602 0.8379
C 0.1405 0.5113 -0.5298
C 1.1226 4.7969 2.5158
H 2.3300 -0.1271 -2.3207
H -1.2308 -0.2341 -0.7336
H 0.8783 -2.0678 2.5809
H -0.9706 0.8898 -0.7984
H 0.6205 0.4462 0.7066
H 0.6470 1.2555 0.7932
H 0.6862 -0.5486 -0.2731
H -0.6335 1.1259 -1.3731
H 0.6170 -0.8132 1.3871
H 1.3392 -1.4539 -1.4947
H -0.8164 -1.7507 -0.4739
H -2.3033 -0.3347 -0.8161



Entry 3:
A cluster of 2 separate species, C10H17N in total in a non-equilibrium geometry, computed with wB97M-V/def2-TZVPD.

HOMO = -9.32 eV
E = -445.9141 a.u.
Total charge = 0
Energy relative to the best compared isomer or geometry (same formula, charge and spin) = 3.078 eV
Kohn-Sham gap = 0.37503 Ha
LUMO = 0.882 eV

Each line ends with the Mulliken charge.
Atoms and positions in Å:
C -2.868694 -2.208064 -1.191005  -0.13
C -1.963153 -1.824258 -0.298342  -0.56
C -0.632217 -1.795653 -0.740902  0.05
N -0.280134 -2.427159 -1.897402  -0.54
C -1.180370 -2.797106 -2.707921  -0.06
C -2.583957 -2.531018 -2.459942  -0.57
H -3.932536 -2.234984 -0.987694  0.32
H -2.267076 -1.351662 0.598628  0.39
H 0.320345 -1.513335 -0.159767  0.27
H -0.918114 -3.340545 -3.596299  0.39
H -3.246815 -2.817589 -3.186535  0.44
C 2.951639 0.270812 0.856208  -1.12
C 1.567360 1.002687 0.950607  -0.23
C 1.892073 2.422345 1.458750  -0.83
C 0.593548 3.136219 1.884079  -0.34
C 0.926235 4.454117 2.540789  -1.02
H 3.713012 0.961462 0.317316  0.27
H 3.424417 0.120153 1.853963  0.29
H 2.893033 -0.638139 0.228747  0.36
H 0.859681 0.483018 1.636250  0.28
H 1.076618 1.084102 -0.094351  0.23
H 2.349008 2.302548 2.392428  0.38
H 2.483633 3.004641 0.699390  0.33
H 0.106401 2.564408 2.747551  0.26
H -0.140116 3.301379 1.055547  0.31
H 1.142368 5.144405 1.663816  0.25
H -0.008920 4.811702 3.191205  0.29
H 1.891219 4.328078 3.167695  0.28

Cartesian forces, eV/Å:
C -4.1252 -0.2511 -1.3292
C 3.7224 1.6591 0.8416
C 1.3674 -1.2060 0.5094
N 2.1733 1.2406 2.1771
C -3.9948 0.2266 -1.2430
C 4.5256 -1.4096 -0.1889
H -0.0625 0.3145 0.6103
H -0.0333 0.0085 1.0138
H -2.0727 -0.0205 -0.5301
H 0.3549 -0.0595 -0.4350
H -1.8373 -0.4908 -1.4156
C 0.5552 1.0026 -1.0396
C 0.9500 0.2271 -1.3269
C -2.6403 -0.2206 -1.3785
C -0.6162 -0.4068 0.9806
C -0.2547 1.3988 0.3353
H -1.3231 -0.9980 0.6818
H -0.6095 -0.3014 -0.6438
H 0.1691 0.1690 0.6953
H 0.5012 0.3398 -0.4572
H 0.7170 -0.3158 1.6118
H 1.6385 -0.0244 1.1418
H -0.4314 -0.5223 0.9203
H 0.4121 0.0291 -1.5727
H 0.4975 -0.3865 0.6508
H -0.1815 -0.1277 1.5218
H 2.3278 -0.3659 -1.3887
H -1.7297 0.4913 -0.7426